1.
ORCA calculation (wB97M-V/def2-TZVPD) on a molecular structure, C8H15N2O.

```
26
Properties=species:S:1:pos:R:3
C -1.090 -1.402 -0.002
C -1.309 0.519 1.355
C -1.203 -2.316 -1.002
C -1.166 1.897 1.776
C 1.874 -1.176 -0.980
C 0.240 0.802 -1.724
C 1.909 0.841 0.342
C 0.961 0.032 -0.533
N -0.075 -0.492 0.341
N -2.139 -0.349 1.730
O -2.107 -1.480 1.020
H -2.188 -2.721 -0.875
H -0.611 -2.483 -1.927
H -0.285 1.955 2.566
H -2.145 2.171 2.368
H -0.911 2.607 0.835
H 2.702 -0.698 -1.516
H 2.271 -1.586 -0.094
H 1.439 -1.856 -1.816
H -0.124 1.811 -1.385
H -0.638 0.243 -2.197
H 0.957 0.822 -2.577
H 1.953 0.359 1.321
H 2.982 0.998 -0.119
H 1.654 1.853 0.613
H -2.952 -0.350 2.477
```

## Properties
Spin multiplicity ... 1
Energy relative to the best compared isomer or geometry (same formula, charge and spin) ... 677.3 kJ/mol
Charge ... +1
Frontier orbital gap ... 7.868 eV


2.
ORCA calculation (wB97M-V/def2-TZVPD) on a molecular structure, H13Na4O9.

```
26
Properties=species:S:1:pos:R:3
Na -0.633 2.545 2.618
Na 2.347 0.639 1.241
Na -0.646 -0.918 2.404
Na 0.083 2.807 -0.818
O 1.865 -1.018 2.803
H 1.434 -1.665 3.361
O -0.232 0.756 0.723
H 0.511 0.194 0.436
O 0.513 1.378 -2.741
H 0.375 0.733 -2.041
O 2.610 2.648 -0.460
H 1.883 2.026 -0.449
O 2.427 -0.919 -0.623
H 1.539 -0.545 -0.704
O 0.593 -2.056 -2.534
H -0.289 -1.666 -2.535
H 1.032 -1.730 -1.695
O -2.341 2.204 0.878
H -1.480 1.700 0.867
H -3.005 1.524 0.736
O -1.934 -0.258 -1.249
H -2.724 0.134 -0.871
H -1.215 -0.055 -0.598
O -0.645 -2.539 0.513
H -1.330 -2.507 -0.173
H -0.738 -3.413 0.912
```

## Properties
Spin multiplicity ... 1
Charge ... -1
Frontier orbital gap ... 2.661 eV


3.
ORCA calculation (wB97M-V/def2-TZVPD) on a gas-phase ion, C6H7N2O2 (charge +1).

```
17
Properties=species:S:1:pos:R:3
N 2.139 1.100 0.175
C 1.444 -0.131 -0.249
C -0.026 -0.249 -0.271
C -0.515 -1.540 -0.180
C -1.847 -1.763 0.091
C -2.583 -0.628 0.271
N -2.109 0.576 -0.089
C -0.893 0.809 -0.408
O 2.240 -1.093 -0.866
O 2.125 -1.263 0.542
H 3.094 1.014 0.391
H 1.539 1.390 0.954
H 1.923 1.750 -0.572
H 0.265 -2.380 -0.012
H -2.145 -2.865 0.293
H -3.607 -0.609 0.743
H -0.728 1.851 -0.596
```

## Properties
Spin multiplicity ... 1
Energy relative to the best compared isomer or geometry (same formula, charge and spin) ... 557.6 kJ/mol
Charge ... +1
SMILES string ... [NH3+]C1(c2cccnc2)OO1
Frontier orbital gap ... 9.560 eV


4.
ORCA calculation (wB97M-V/def2-TZVPD) on C4H4ClNO2S in the gas phase.

```
13
Properties=species:S:1:pos:R:3
C 1.324 1.365 -0.050
C 2.313 0.505 0.114
C -0.124 0.994 0.004
C -1.861 -0.608 -0.019
N -0.414 -0.381 0.083
O -1.007 1.829 -0.123
O 0.354 -2.704 -0.374
S 0.453 -1.674 0.640
Cl 3.971 0.456 0.055
H 1.448 2.441 -0.352
H -1.938 -1.626 0.432
H -2.380 0.104 0.564
H -2.137 -0.700 -0.974
```

## Properties
Spin multiplicity ... 1
Energy relative to the best compared isomer or geometry (same formula, charge and spin) ... 202.3 kJ/mol
Frontier orbital gap (spin up / spin down) ... 8.256 / 7.720 eV


5.
ORCA calculation (wB97M-V/def2-TZVPD) on CH2O in the gas phase.

```
4
Properties=species:S:1:pos:R:3
C -0.130 0.373 -0.326
O 0.208 -0.492 0.428
H -0.488 1.417 -0.186
H -0.400 0.281 -1.286
```

## Properties
Spin multiplicity ... 1
Energy relative to the best compared isomer or geometry (same formula, charge and spin) ... 56.5 kJ/mol
SMILES string ... C=O
Frontier orbital gap ... 10.989 eV


6.
ORCA calculation (wB97M-V/def2-TZVPD) on 2 unconnected molecules or ions with the total composition C5H14PS.

```
21
Properties=species:S:1:pos:R:3
C 2.361 -2.280 1.538
C -3.112 2.295 -0.392
C 0.692 1.241 -1.311
C 2.676 -2.876 0.222
C -2.089 1.127 -0.613
P -0.397 1.315 0.146
S -0.254 -0.775 0.950
H 3.338 -2.000 1.894
H 1.749 -2.848 2.284
H 2.035 -1.203 1.451
H -3.913 2.361 -1.131
H -3.711 1.925 0.560
H -2.820 3.338 -0.262
H 0.499 1.836 -2.156
H 0.916 0.261 -1.803
H 1.696 1.645 -1.023
H 3.203 -2.222 -0.470
H 2.527 -3.976 0.195
H -1.821 1.068 -1.664
H -2.644 0.195 -0.417
H -0.932 -0.426 2.003
```

## Properties
Spin multiplicity ... 1
Energy relative to the best compared isomer or geometry (same formula, charge and spin) ... 442.5 kJ/mol
Charge ... +1
Frontier orbital gap (spin up / spin down) ... 4.639 / 4.636 eV


7.
ORCA calculation (wB97M-V/def2-TZVPD) on C4H12N2 in the gas phase.

```
18
Properties=species:S:1:pos:R:3
C -1.111 0.558 2.294
C -0.933 0.729 0.795
C 0.155 -0.205 0.082
N 1.524 -0.209 0.516
C -0.036 0.137 -1.421
N 0.453 -1.017 -2.118
H -1.526 -0.443 2.559
H -0.182 0.415 2.724
H -1.825 1.344 2.732
H -0.538 1.760 0.693
H -1.996 0.816 0.380
H -0.227 -1.297 0.158
H 1.937 -1.162 0.186
H 1.961 0.567 0.136
H -1.055 0.499 -1.773
H 0.603 1.022 -1.693
H -0.359 -1.577 -2.430
H 0.924 -0.680 -2.963
```

## Properties
Spin multiplicity ... 1
Energy relative to the best compared isomer or geometry (same formula, charge and spin) ... 140.7 kJ/mol
SMILES string ... CC[C@H](N)CN
Frontier orbital gap ... 10.006 eV


8.
ORCA calculation (wB97M-V/def2-TZVPD) on 3 unconnected molecules or ions with the total composition C36H69O7PS.

```
114
Properties=species:S:1:pos:R:3
C 8.258 0.862 -0.638
C 6.792 0.439 -1.169
C 6.055 1.757 -1.719
C 4.661 1.373 -2.455
C 3.792 2.701 -2.828
C 3.835 2.933 -4.420
C 2.509 2.393 -5.173
C 2.812 1.403 -6.389
C 3.553 0.042 -5.971
C 2.836 -1.279 -6.578
C 1.795 -1.785 -5.436
C 2.314 -3.061 -4.617
C 2.262 -2.875 -3.021
C 0.853 -3.287 -2.377
C 0.254 -2.198 -1.362
C 0.253 -0.703 -1.939
C -1.099 0.101 -1.705
C -1.698 0.326 -0.433
C -1.048 -0.209 0.912
C -1.783 -1.487 1.540
O -1.475 -1.471 2.979
C -3.054 1.190 -0.479
O -4.053 0.893 0.195
C -3.001 2.427 -1.514
P -3.743 4.087 -1.017
S -5.519 3.795 -0.210
C -2.367 2.227 -2.778
C -2.187 3.346 -3.892
C -3.568 3.717 -4.656
C -1.385 4.656 -3.390
C -0.333 4.372 -2.222
C -1.811 0.732 -3.002
O -1.958 0.115 -4.071
H 8.609 1.729 -1.305
H 9.025 0.025 -0.750
H 8.245 1.213 0.444
H 6.202 -0.016 -0.307
H 6.955 -0.347 -1.972
H 5.793 2.500 -0.887
H 6.720 2.305 -2.480
H 4.967 0.807 -3.399
H 4.005 0.758 -1.754
H 2.735 2.560 -2.418
H 4.237 3.585 -2.243
H 4.721 2.443 -4.934
H 3.912 4.064 -4.579
H 2.008 3.323 -5.634
H 1.738 1.971 -4.433
H 3.542 1.961 -7.085
H 1.841 1.236 -6.975
H 3.546 0.019 -4.819
H 4.669 0.058 -6.254
H 3.577 -2.109 -6.822
H 2.170 -1.000 -7.473
H 0.782 -2.051 -5.905
H 1.609 -0.866 -4.776
H 3.400 -3.259 -4.923
H 1.743 -4.015 -4.918
H 2.595 -1.840 -2.673
H 3.037 -3.616 -2.598
H 0.044 -3.519 -3.157
H 1.010 -4.246 -1.768
H 0.831 -2.224 -0.376
H -0.817 -2.514 -1.109
H 1.153 -0.075 -1.592
H 0.381 -0.795 -3.080
H 0.066 -0.450 0.754
H -1.065 0.602 1.730
H -2.910 -1.486 1.401
H -1.282 -2.448 1.148
H -0.523 -1.222 3.015
H -2.871 4.624 0.006
H -3.908 4.994 -2.108
H -1.519 2.880 -4.706
H -4.437 3.882 -3.947
H -3.333 4.643 -5.299
H -3.739 2.872 -5.407
H -2.102 5.487 -3.072
H -0.801 5.065 -4.286
H -0.793 3.999 -1.253
H 0.215 5.352 -1.961
H 0.490 3.642 -2.540
C -6.585 -1.404 3.587
O -5.701 -2.515 3.520
C -4.424 -2.229 4.090
C -4.304 -2.799 5.498
O -5.201 -2.150 6.400
C -6.372 -2.916 6.639
H -7.597 -1.761 3.388
H -6.571 -0.926 4.568
H -6.314 -0.672 2.819
H -4.228 -1.152 4.084
H -3.676 -2.709 3.453
H -3.290 -2.613 5.866
H -4.467 -3.883 5.499
H -6.146 -3.731 7.334
H -6.790 -3.327 5.717
H -7.118 -2.263 7.096
C -2.594 -2.041 8.928
O -1.575 -1.698 9.859
C -0.562 -2.696 9.947
C 0.673 -2.305 9.143
O 0.394 -2.267 7.745
C 0.179 -0.946 7.270
H -3.177 -1.145 8.713
H -2.183 -2.421 7.991
H -3.256 -2.793 9.370
H -0.945 -3.671 9.627
H -0.283 -2.776 11.002
H 1.445 -3.067 9.293
H 1.077 -1.346 9.485
H 1.138 -0.429 7.167
H -0.476 -0.373 7.932
H -0.293 -1.010 6.288
```

## Properties
Spin multiplicity ... 1
SMILES string ... CCCCCCCCCCCCCCCCC1=C(CCO)C(=O)C([PH2]=S)=C([C@@H](C)CC)C1=O.COCCOC.COCCOC
Frontier orbital gap ... 7.135 eV